<A>
C5H9BrN | ωB97M-V with the def2-TZVPD basis set

XYZ file:
```
16
C5H9BrN, DFT ωB97M-V with the def2-TZVPD basis set
C 0.6629 1.9173 -0.2174
N -0.4806 0.9181 -0.2379
C -0.8613 0.2594 -1.5072
C -0.0849 -0.4659 -0.4356
C -0.2468 -1.4846 0.6721
C 0.5735 -2.1541 1.5471
Br -0.3034 -3.1895 2.7997
H 0.6896 2.3122 0.8752
H 1.5813 1.3260 -0.4839
H 0.6124 2.8013 -1.0091
H -1.2215 1.1950 0.4041
H -0.4397 0.5406 -2.3951
H -1.9357 0.1327 -1.6811
H 1.0280 -0.4139 -0.6961
H -1.2827 -1.4849 0.9238
H 1.7090 -2.2096 1.4416
```

Computed properties:
- 2S+1: 1
- HOMO-LUMO gap: 9.863 eV
- Highest occupied orbital energy: -13.1072 eV
- Net charge: +1
- SMILES: C[N@H+]1C[C@@H]1/C=C/Br
- Molecular weight: 163.04 g mol⁻¹


<B>
C5H9BrN | ωB97M-V with the def2-TZVPD basis set

XYZ file:
```
16
C5H9BrN, DFT ωB97M-V with the def2-TZVPD basis set
C 0.9038 1.2383 -0.3557
C -0.8013 -0.2710 0.9750
C 0.0533 -1.0385 -0.8699
C -0.3854 0.3343 -0.3906
C 1.9067 0.7333 0.5858
N -0.4386 -1.5512 0.3866
Br 3.3998 -0.1829 -0.0824
H 1.1789 1.3120 -1.3463
H 0.7155 2.1924 0.0163
H -0.2617 0.1976 1.7321
H -1.9365 -0.2366 1.1968
H -0.4183 -1.6684 -1.6490
H 1.0812 -1.2755 -0.9781
H -1.0204 0.9430 -1.0764
H 1.7357 1.0201 1.6732
H -0.8844 -2.4640 0.5061
```

Computed properties:
- 2S+1: 1
- HOMO-LUMO gap: 5.039 eV
- Highest occupied orbital energy: -12.2845 eV
- Net charge: +1
- Molecular weight: 163.04 g mol⁻¹


Least stable: <B>


<A>
C8H18NOS | ωB97M-V with the def2-TZVPD basis set

XYZ file:
```
29
C8H18NOS, DFT ωB97M-V with the def2-TZVPD basis set
C -0.0640 1.9876 0.8064
C 0.9019 0.8134 0.7321
N 1.5492 0.7492 -0.6403
C 2.5653 -0.3632 -0.8000
C 2.1805 -1.6472 -0.0489
O 1.5301 -1.4137 1.1779
C 0.3783 -0.5847 1.0536
C -0.6578 -1.2363 0.1202
C -2.1040 -0.7192 0.2146
C -2.5360 0.0997 -0.9979
S -4.0289 1.0921 -0.7680
H -0.0837 2.3756 1.8242
H -1.0762 1.7190 0.5285
H 0.2485 2.8161 0.1646
H 1.7446 0.9788 1.4071
H 2.0135 1.6409 -0.8092
H 0.8180 0.6681 -1.3497
H 3.5091 0.0468 -0.4442
H 2.6502 -0.5667 -1.8666
H 1.5809 -2.2922 -0.6979
H 3.1017 -2.1752 0.1914
H -0.0496 -0.5348 2.0579
H -0.6228 -2.2941 0.3888
H -0.3411 -1.2012 -0.9319
H -2.2363 -0.1460 1.1386
H -2.7754 -1.5732 0.3090
H -1.7275 0.7430 -1.3638
H -2.7847 -0.5717 -1.8235
H -3.6838 1.5891 0.4269
```

Computed properties:
- 2S+1: 1
- HOMO-LUMO gap: 8.742 eV
- Highest occupied orbital energy: -12.0030 eV
- Net charge: +1
- SMILES: C[C@@H]1[NH2+]CCO[C@@H]1CCCS
- Molecular weight: 176.31 g mol⁻¹


<B>
C8H18NOS | ωB97M-V with the def2-TZVPD basis set

XYZ file:
```
29
C8H18NOS, DFT ωB97M-V with the def2-TZVPD basis set
C -2.8203 -1.8680 1.1151
C 3.3773 -0.7421 -0.6701
C -1.2487 -0.6483 -0.6301
C -2.8406 -1.3386 -0.0459
C -2.0605 1.6038 0.3566
C 0.6126 1.7235 -0.9789
C 1.2369 0.9341 1.0921
C -0.9373 0.5055 0.4017
N 0.3691 1.0227 0.1628
O 0.3280 -1.0869 -1.1133
S 2.5350 -1.4939 0.8660
H -1.9671 -1.9614 1.7274
H -3.7469 -2.1541 1.6001
H 2.4977 -0.6273 -1.3894
H 4.1563 -1.4015 -1.0185
H -1.4740 -0.2405 -1.6685
H -3.5100 -1.1235 -0.8415
H -2.5223 1.4122 -0.6525
H -1.5284 2.5179 0.1304
H -2.7744 1.5832 1.2445
H 1.0195 0.9857 -1.6922
H -0.2741 2.1818 -1.4043
H 1.3499 2.4584 -0.8295
H 3.5795 0.2167 -0.2870
H 2.2856 1.2450 0.9118
H 1.1607 0.2917 1.9279
H -0.8616 0.0231 1.3544
H 0.3324 -2.1177 -1.0586
H 3.7258 -1.9016 1.3894
```

Computed properties:
- 2S+1: 1
- HOMO-LUMO gap: 8.615 eV
- Highest occupied orbital energy: -12.6166 eV
- Net charge: +1
- Molecular weight: 176.31 g mol⁻¹


<C>
C8H18NOS | ωB97M-V with the def2-TZVPD basis set

XYZ file:
```
29
C8H18NOS, DFT ωB97M-V with the def2-TZVPD basis set
C 3.9164 0.0679 -0.7791
C 3.3680 -1.2268 -0.1430
C 2.3980 -0.2967 -0.8625
C -3.1062 0.2251 -0.2286
C -1.0518 -0.0314 -1.8421
C -0.6799 1.5578 1.6528
C -0.2592 -0.8068 1.0421
C -1.6231 0.6830 -0.5231
N -0.5949 0.5455 0.5631
O 2.0583 1.6000 0.9482
S 1.5882 1.2312 -0.3364
H 4.0875 0.9624 -0.2224
H 4.5725 -0.1574 -1.6392
H 3.6002 -2.1715 -0.5901
H 3.4356 -1.2143 0.9672
H 2.0816 -0.4969 -1.8870
H -3.6588 0.8937 0.3986
H -3.4788 0.3528 -1.3174
H -3.0764 -0.8033 -0.0006
H -0.1418 0.4746 -2.2835
H -1.9052 -0.0707 -2.6512
H -0.6577 -1.0181 -1.7004
H -1.2020 2.4831 1.2108
H -1.4070 1.1465 2.3330
H 0.1660 1.7419 2.2642
H 0.1345 -0.6496 2.0757
H -1.0705 -1.5300 1.1119
H 0.5435 -1.2756 0.2666
H -1.6719 1.7918 -0.7071
```

Computed properties:
- 2S+1: 1
- HOMO-LUMO gap (alpha / beta): 7.946 / 7.942 eV
- Highest occupied orbital energy (alpha / beta): -13.3478 / -13.3460 eV
- Net charge: +1
- Molecular weight: 176.31 g mol⁻¹


Least stable: <B>


<A>
CH3FOS | ωB97M-V with the def2-TZVPD basis set

XYZ file:
```
7
CH3FOS, DFT ωB97M-V with the def2-TZVPD basis set
O -1.4519 1.4767 0.1915
C -0.6019 0.7620 0.6167
S 1.1002 0.8953 0.1783
H -0.7462 -0.0459 1.3408
H 0.9371 1.8998 -0.6796
F -0.8094 -1.4887 -0.9387
H -0.1100 -2.1087 -0.9398
```

Computed properties:
- 2S+1: 1
- HOMO-LUMO gap: 10.666 eV
- Highest occupied orbital energy: -10.0999 eV
- SMILES: O=CS.F
- Molecular weight: 82.10 g mol⁻¹


<B>
CH3FOS | ωB97M-V with the def2-TZVPD basis set

XYZ file:
```
7
CH3FOS, DFT ωB97M-V with the def2-TZVPD basis set
C -0.2163 0.0046 0.7044
O -0.6394 1.0908 -1.3864
F -1.0028 -0.9924 0.8001
S 1.4822 -0.3063 0.8379
H -0.4923 1.0083 1.1599
H -0.4933 0.5287 -2.2160
H 1.3619 -1.3337 0.1000
```

Computed properties:
- 2S+1: 1
- HOMO-LUMO gap (alpha / beta): 9.565 / 7.636 eV
- Highest occupied orbital energy (alpha / beta): -9.9898 / -8.5393 eV
- Molecular weight: 82.10 g mol⁻¹


Least stable: <B>


<A>
C15H19N3O5 | ωB97M-V with the def2-TZVPD basis set

XYZ file:
```
42
C15H19N3O5, DFT ωB97M-V with the def2-TZVPD basis set
C -1.0806 4.4965 -2.6891
H -0.0811 4.0277 -2.7468
C -1.3882 4.9608 -1.4220
H -2.5083 5.4574 -1.4975
C -1.5287 4.0999 -0.4590
N -0.0872 3.7102 -0.0485
C 0.2502 2.5681 -0.3833
O -0.3721 1.6269 -1.1947
C 1.8481 2.0669 -0.2826
O 2.6899 3.0653 -0.3931
C 2.4461 4.4238 -0.3076
C 1.1042 4.5371 0.4139
H 1.0323 4.1382 1.4218
H 0.6828 5.4738 0.6188
H 1.9936 4.7408 -1.4774
H 3.0195 5.1333 0.1790
C 2.1372 0.8520 -0.9506
C 1.9374 -0.4345 -0.2721
O 2.9116 -1.3257 0.1571
N 0.7052 -0.7620 -0.3084
C 0.0006 -1.8932 -0.0401
C 0.7493 -2.8695 0.8040
C 0.0124 -4.0786 1.1833
C -1.4255 -3.9944 1.1255
C -1.9581 -3.1064 0.1383
C -1.4008 -2.0283 -0.0817
H -2.0769 -1.0748 -0.5837
H -3.0591 -3.1270 0.2421
N -2.2621 -5.0918 1.5247
O -1.6883 -6.1258 2.0325
O -3.3399 -5.2160 1.2550
H 0.3735 -4.9078 1.4599
H 1.7377 -3.0105 0.8143
H -0.0492 -0.0340 -0.8739
H 3.3335 0.9761 -1.0703
H 2.0642 0.7962 -1.9313
H 1.8208 1.7155 0.7337
H -1.9668 3.3104 -0.2787
H -1.6685 4.5780 0.6509
H -0.6408 6.0923 -1.1465
H -1.2685 5.2385 -3.4111
H -1.6171 3.8502 -2.7968
```

Computed properties:
- 2S+1: 1
- HOMO-LUMO gap: 8.037 eV
- Highest occupied orbital energy: -8.5366 eV
- Molecular weight: 321.33 g mol⁻¹


<B>
C15H19N3O5 | ωB97M-V with the def2-TZVPD basis set

XYZ file:
```
42
C15H19N3O5, DFT ωB97M-V with the def2-TZVPD basis set
C -6.3413 -1.9060 0.3359
C -5.0540 -1.2330 0.7936
C -4.4529 -0.3873 -0.3297
N -3.1807 0.2056 0.0364
C -3.1939 1.2863 0.9999
C -1.9215 2.1148 0.8556
O -0.8022 1.2783 1.0137
C -0.7152 0.2880 0.0202
C -0.0058 0.7884 -1.2615
C 1.4409 1.1487 -0.9845
O 1.8444 2.2839 -0.9456
N 2.2205 0.0356 -0.7876
C 3.5689 -0.0420 -0.4760
C 4.3673 1.0887 -0.2823
C 5.7025 0.9424 0.0237
C 6.2545 -0.3295 0.1394
N 7.6451 -0.4783 0.4562
O 8.3020 0.5308 0.6122
O 8.0860 -1.6065 0.5503
C 5.4688 -1.4631 -0.0495
C 4.1357 -1.3167 -0.3544
C -2.0425 -0.3443 -0.4208
O -2.0158 -1.2854 -1.1948
H -6.7627 -2.5043 1.1394
H -6.1481 -2.5569 -0.5132
H -7.0773 -1.1622 0.0387
H -4.3268 -1.9918 1.0883
H -5.2602 -0.6031 1.6617
H -5.1426 0.4155 -0.6089
H -4.2660 -1.0178 -1.2015
H -3.2464 0.8845 2.0196
H -4.0776 1.9043 0.8190
H -1.9053 2.6182 -0.1202
H -1.8517 2.8646 1.6444
H -0.1192 -0.5168 0.4705
H -0.5111 1.6812 -1.6319
H -0.0761 0.0013 -2.0141
H 1.7571 -0.8586 -0.8865
H 3.9308 2.0685 -0.3752
H 6.3338 1.8041 0.1764
H 5.9197 -2.4388 0.0460
H 3.5191 -2.1913 -0.5029
```

Computed properties:
- 2S+1: 1
- HOMO-LUMO gap: 8.790 eV
- Highest occupied orbital energy: -9.1354 eV
- SMILES: CCCN1CCO[C@H](CC(=O)Nc2ccc([N+](=O)[O-])cc2)C1=O
- Molecular weight: 321.33 g mol⁻¹


Least stable: <A>


<A>
CH5NO2Si | ωB97M-V with the def2-TZVPD basis set

XYZ file:
```
10
CH5NO2Si, DFT ωB97M-V with the def2-TZVPD basis set
C 2.0178 -0.0466 0.4552
N 0.8285 0.1272 -0.4358
O 0.7898 0.6625 -1.5345
O -0.2438 -0.5452 0.0795
Si -1.7599 -0.0226 0.0617
H 1.8271 -0.8075 1.2881
H 2.9701 0.2219 0.0858
H -2.1168 -0.1291 -1.3634
H -2.4713 -0.8520 0.9694
H -1.8414 1.3915 0.3940
```

Computed properties:
- 2S+1: 1
- HOMO-LUMO gap (alpha / beta): 9.021 / 8.968 eV
- Highest occupied orbital energy (alpha / beta): -8.8243 / -8.8031 eV
- SMILES: C=[N+]([O-])O[SiH3]
- Molecular weight: 91.14 g mol⁻¹


<B>
CH5NO2Si | ωB97M-V with the def2-TZVPD basis set

XYZ file:
```
10
CH5NO2Si, DFT ωB97M-V with the def2-TZVPD basis set
C 0.1569 0.3659 1.3828
N 0.6864 0.3288 -1.5676
O 0.2790 0.7460 -2.6691
O 1.7697 -0.2356 -1.3812
Si -0.5732 0.3180 -0.3273
H -0.6028 0.5614 2.2278
H 0.5650 -0.7173 1.7078
H 0.8357 1.1190 1.5255
H -2.0044 0.3703 -0.6958
H -1.1122 -2.8564 -0.2028
```

Computed properties:
- 2S+1: 1
- HOMO-LUMO gap (alpha / beta): 9.556 / 6.726 eV
- Highest occupied orbital energy (alpha / beta): -10.7841 / -7.8607 eV
- Molecular weight: 91.14 g mol⁻¹


Least stable: <B>


<A>
CH4N4O | ωB97M-V with the def2-TZVPD basis set

XYZ file:
```
10
CH4N4O, DFT ωB97M-V with the def2-TZVPD basis set
H -1.1136 2.9277 0.1453
N -0.6458 2.2168 -0.4249
C -0.4482 1.1529 0.2813
N 0.1409 -0.0421 -0.0699
O 0.4473 -0.1637 -1.4241
N 0.1684 -1.1383 0.7346
N 0.7003 -2.0926 0.1329
H 0.7291 -2.9341 0.7243
H -0.7784 1.1438 1.3352
H 0.8000 -1.0705 -1.4346
```

Computed properties:
- 2S+1: 1
- HOMO-LUMO gap (alpha / beta): 9.722 / 9.722 eV
- Highest occupied orbital energy (alpha / beta): -9.3308 / -9.3305 eV
- SMILES: [H]/N=C/N(O)/N=N/[H]
- Molecular weight: 88.07 g mol⁻¹


<B>
CH4N4O | ωB97M-V with the def2-TZVPD basis set

XYZ file:
```
10
CH4N4O, DFT ωB97M-V with the def2-TZVPD basis set
H 1.2132 2.2693 0.0665
N 1.3841 1.2961 -0.0013
C 0.5076 0.3238 -0.1141
N 0.8198 -0.9447 0.1946
N -0.8981 0.4393 0.1971
N -2.0026 -0.2917 -0.2168
O -1.5894 -1.3183 -0.6814
H 1.7219 -1.4573 0.0295
H 0.0382 -1.8297 0.4393
H -1.1947 1.5131 0.0865
```

Computed properties:
- 2S+1: 1
- HOMO-LUMO gap: 9.070 eV
- Highest occupied orbital energy: -9.1244 eV
- SMILES: [H]/N=C(/N)NN=O
- Molecular weight: 88.07 g mol⁻¹


<C>
CH4N4O | ωB97M-V with the def2-TZVPD basis set

XYZ file:
```
10
CH4N4O, DFT ωB97M-V with the def2-TZVPD basis set
C 0.0738 -0.6895 -0.6188
N 2.2355 0.1765 -0.0693
N 3.3553 0.2326 0.0983
N -0.6470 2.1990 -0.3973
N 1.0674 0.3085 -0.3812
O -1.0179 2.0389 0.7363
H -0.7563 -0.5992 0.0120
H -0.2731 -0.6742 -1.6112
H 0.6679 -1.7168 -0.5197
H 0.4523 2.3513 -0.3742
```

Computed properties:
- 2S+1: 1
- HOMO-LUMO gap (alpha / beta): 9.138 / 9.138 eV
- Highest occupied orbital energy (alpha / beta): -9.2044 / -9.2037 eV
- Molecular weight: 88.07 g mol⁻¹


Least stable: <C>


<A>
C2H5FN2 | ωB97M-V with the def2-TZVPD basis set

XYZ file:
```
10
C2H5FN2, DFT ωB97M-V with the def2-TZVPD basis set
C 0.4438 0.0910 0.2246
C -0.5276 -0.3102 -0.7826
H 0.1365 1.1494 1.8727
H -1.0033 1.3782 0.7604
H 1.6086 -1.5778 0.0122
H -1.2219 0.7642 -1.0688
H -1.2786 -1.3633 -0.2031
N 0.0155 1.2123 0.8599
N 1.5324 -0.5415 0.4581
F 0.2946 -0.8023 -2.1334
```

Computed properties:
- 2S+1: 1
- HOMO-LUMO gap: 10.048 eV
- Highest occupied orbital energy: -9.7083 eV
- Molecular weight: 76.07 g mol⁻¹


<B>
C2H5FN2 | ωB97M-V with the def2-TZVPD basis set

XYZ file:
```
10
C2H5FN2, DFT ωB97M-V with the def2-TZVPD basis set
H 0.0899 1.9272 0.0004
N -0.7696 1.4220 0.0372
C -0.5553 0.1835 -0.0734
N -1.6625 -0.7571 -0.0885
C 0.8169 -0.6855 -0.0033
F 1.9907 0.0945 0.0068
H -2.5362 -0.3346 0.1640
H -1.4496 -1.3982 0.6120
H 0.6414 -1.4032 -0.9097
H 0.7937 -1.2842 0.8912
```

Computed properties:
- 2S+1: 1
- HOMO-LUMO gap: 11.042 eV
- Highest occupied orbital energy: -10.1558 eV
- SMILES: [H]/N=C(/N)CF
- Molecular weight: 76.07 g mol⁻¹


Least stable: <A>


<A>
C8H16O2 | ωB97M-V with the def2-TZVPD basis set

XYZ file:
```
26
C8H16O2, DFT ωB97M-V with the def2-TZVPD basis set
C -1.4287 -1.1397 1.4118
C -0.1497 -1.6919 2.0864
C 0.3202 -0.5195 2.9573
O -0.2090 0.6498 2.3399
C -1.5365 0.2821 1.9779
H -2.3282 -1.7429 1.6407
H -1.3127 -1.1128 0.3112
H 0.6165 -1.9456 1.3288
H -0.3414 -2.6007 2.6887
H 1.4194 -0.4058 3.0226
H -0.0708 -0.6095 3.9890
H -2.1899 0.3055 2.8712
H -1.9182 1.0353 1.2620
C 1.5931 0.7769 -1.4839
C 1.0326 -0.2800 -2.4659
C -0.2564 0.3719 -2.9829
O -0.6570 1.2837 -1.9649
C 0.5573 1.9063 -1.5573
H 2.6049 1.1280 -1.7641
H 1.6512 0.3681 -0.4568
H 0.8056 -1.2262 -1.9381
H 1.7342 -0.5140 -3.2896
H -1.0907 -0.3338 -3.1596
H -0.0733 0.9197 -3.9273
H 0.8554 2.6710 -2.3001
H 0.3720 2.4245 -0.5967
```

Computed properties:
- 2S+1: 1
- HOMO-LUMO gap: 10.807 eV
- Highest occupied orbital energy: -9.7813 eV
- SMILES: C1CCOC1.C1CCOC1
- Molecular weight: 144.21 g mol⁻¹


<B>
C8H16O2 | ωB97M-V with the def2-TZVPD basis set

XYZ file:
```
26
C8H16O2, DFT ωB97M-V with the def2-TZVPD basis set
C -0.5052 -1.1224 1.4521
C -1.1465 0.1792 0.9840
C -2.2636 -0.0622 -0.0135
C -1.6693 0.9816 2.1846
C -0.0610 1.1381 0.3864
O 1.0969 1.1355 0.7042
H 0.4194 -0.9147 1.9893
H -0.2804 -1.7643 0.5979
H -1.1852 -1.6652 2.1142
H -2.7586 0.8676 -0.2862
H -1.8572 -0.4875 -0.9400
H -3.0006 -0.7486 0.3977
H -0.8715 1.1644 2.9024
H -2.0727 1.9404 1.8639
H -2.4624 0.4217 2.6781
H -0.5108 1.9879 -0.1638
C 3.0163 -0.3140 -1.2859
C 1.6608 -0.8389 -1.7354
C 0.7006 0.2541 -2.1026
O -0.4646 0.0850 -2.3837
H 3.4702 0.2948 -2.0654
H 3.6862 -1.1410 -1.0617
H 2.9037 0.2917 -0.3899
H 1.2144 -1.4696 -0.9663
H 1.7727 -1.4629 -2.6287
H 1.1683 1.2494 -2.2317
```

Computed properties:
- 2S+1: 1
- HOMO-LUMO gap: 10.629 eV
- Highest occupied orbital energy: -9.7168 eV
- SMILES: CC(C)(C)C=O.CCC=O
- Molecular weight: 144.21 g mol⁻¹


Least stable: <A>